[1]
This record from the Open Molecules 2025 dataset describes a gas-phase ion, C5H15N2 (charge +1) at a distorted geometry. The level of theory is ωB97M-V/def2-TZVPD.

```
22
Properties=species:S:1:pos:R:3:forces:R:3:nbo_charge:R:1
C -2.9773 1.2627 -0.0839 0.599 0.098 -0.265 -0.417
N -2.0285 0.1497 -0.2760 -0.086 0.200 0.059 -0.623
C -0.9530 0.1139 0.7289 -0.838 -0.148 -1.677 -0.222
C -0.0542 -1.0893 0.4289 0.451 0.259 0.582 -0.414
C 0.8965 -0.9754 -0.7789 0.121 1.116 0.810 -0.417
C 1.8435 0.2222 -0.6410 0.331 0.220 -1.269 -0.227
N 2.8547 0.0554 0.4857 -0.831 -0.279 -0.678 -0.677
H -3.9866 0.9956 -0.3849 -0.075 -0.234 0.294 0.215
H -2.7187 2.1365 -0.6914 0.146 0.075 0.110 0.180
H -2.9188 1.5682 0.9601 -0.433 -0.004 0.004 0.194
H -1.6517 0.2104 -1.2135 0.041 -0.113 0.032 0.343
H -0.4004 1.0666 0.7171 0.176 -0.016 0.404 0.142
H -1.4822 -0.0011 1.6713 0.427 -0.051 0.294 0.220
H 0.5715 -1.2212 1.3248 -0.060 -0.330 -0.024 0.176
H -0.6805 -1.9707 0.3334 -0.019 -0.105 0.017 0.256
H 0.3832 -0.7873 -1.7202 -0.166 -0.285 -0.042 0.245
H 1.5221 -1.8627 -0.8899 -0.239 -0.223 -0.107 0.219
H 1.3495 1.1819 -0.5332 -0.145 -0.014 0.417 0.233
H 2.4210 0.3270 -1.5634 0.161 -0.161 0.180 0.231
H 3.6840 0.6424 0.3650 -0.161 -0.068 0.133 0.453
H 3.1107 -0.9349 0.4560 0.310 0.135 0.405 0.444
H 2.3755 0.2654 1.3585 0.288 -0.072 0.321 0.447
```
Positions in Å, forces in eV/Å.

Properties
SMILES string: CNCCCC[NH3+]
ΔE to the lowest compared entry with this formula, charge and spin: 28.38 kcal per mole
LUMO energy: -3.77 eV
charge: +1
multiplicity: 1
total energy: -308.74744 a.u.
molecular weight: 103.19 g/mol

***

[2]
This record from the Open Molecules 2025 dataset describes a gas-phase ion, C5H15N2 (charge +1) at a distorted geometry. The level of theory is ωB97M-V/def2-TZVPD.

```
22
Properties=species:S:1:pos:R:3:forces:R:3:nbo_charge:R:1
C -0.2960 0.7158 2.5202 1.238 1.775 1.458 -0.442
N -0.1992 -0.3310 1.5312 -1.437 -0.044 -3.263 -0.557
C 1.1023 -0.4313 0.7789 0.897 0.480 -0.289 -0.226
C 1.0553 -1.1220 -0.5954 -1.884 0.744 0.283 -0.416
C 0.5305 -0.3334 -1.8833 0.839 -0.002 1.441 -0.412
C -0.4976 0.7762 -1.7419 0.492 0.745 -0.550 -0.246
N -1.7145 0.3202 -1.0581 0.927 0.133 0.485 -0.859
H -0.3893 1.7265 2.1134 -0.462 -0.422 -0.518 0.238
H -1.0606 0.5490 3.2726 -0.207 -0.220 -0.285 0.245
H 0.6634 0.8145 3.0496 -0.207 -0.500 0.020 0.231
H -0.3565 -1.2243 1.9788 -0.292 -0.291 -0.077 0.429
H -0.9455 -0.1809 0.6974 0.797 -0.265 1.441 0.485
H 1.7751 -0.9912 1.4303 0.039 0.127 -0.023 0.226
H 1.5213 0.5696 0.6410 -0.253 0.059 0.360 0.221
H 0.3707 -1.9692 -0.4676 0.628 -0.401 -0.136 0.206
H 2.0877 -1.4063 -0.7533 -0.053 -0.536 -0.301 0.248
H 1.4299 0.1270 -2.2927 -0.180 -0.188 -0.555 0.231
H 0.1182 -1.1077 -2.5267 0.301 0.076 -0.367 0.220
H -0.0754 1.7002 -1.3232 -0.053 -0.472 0.979 0.197
H -0.6655 1.2081 -2.7413 -0.421 -0.715 -0.165 0.208
H -2.3911 1.0732 -1.0579 -0.311 -0.272 -0.028 0.392
H -2.0630 -0.4828 -1.5721 -0.398 0.188 0.091 0.382
```
Positions in Å, forces in eV/Å.

Properties
SMILES string: C[NH2+]CCCCN
ΔE to the lowest compared entry with this formula, charge and spin: 16.19 kcal per mole
LUMO energy: -2.82 eV
charge: +1
multiplicity: 1
total energy: -308.76687 a.u.
molecular weight: 103.19 g/mol

***

[3]
This record from the Open Molecules 2025 dataset describes a gas-phase ion, C5H15N2 (charge +1) at a distorted geometry. The level of theory is ωB97M-V/def2-TZVPD.

```
22
Properties=species:S:1:pos:R:3:forces:R:3:nbo_charge:R:1
C 2.7921 0.0747 -1.0916 -1.670 0.208 -1.415 -0.616
C 1.2729 -0.1955 -1.6123 1.777 2.212 -1.146 -0.211
N 0.5907 -0.6786 -0.5044 -3.587 -2.965 3.063 -0.676
C -0.9152 -0.8908 -0.6987 1.111 -2.139 -1.288 -0.292
C -1.6679 0.2793 -0.1172 0.634 2.658 -1.086 -0.227
N -0.8856 0.8435 1.0764 -0.755 0.928 0.896 -0.551
C -1.4087 0.3834 2.4155 -0.604 -0.765 2.155 -0.465
H 3.2889 0.9198 -1.5499 -0.133 0.030 -0.625 0.230
H 3.3400 -0.7965 -1.2916 1.029 -1.181 -0.333 0.218
H 2.9074 0.2757 -0.0409 -0.760 -0.078 0.621 0.211
H 1.1020 -0.8702 -2.5596 0.884 1.481 1.499 0.199
H 0.8114 0.8455 -1.7388 0.640 -1.326 -0.742 0.178
H 0.9295 -1.5557 -0.0467 0.127 1.082 -1.026 0.391
H -1.1748 -1.2013 -1.7860 0.366 1.558 1.326 0.246
H -1.2651 -1.8606 -0.2853 0.591 0.640 0.723 0.228
H -2.6980 0.0503 0.2124 0.574 0.379 -0.408 0.248
H -1.5723 1.1878 -0.8347 -0.874 -1.731 0.851 0.226
H -0.9018 1.9241 1.0503 0.039 -2.312 0.067 0.447
H 0.1068 0.5266 0.9597 -0.357 -0.067 -0.559 0.475
H -2.0232 -0.5979 2.4264 0.956 1.715 -0.815 0.248
H -2.0539 1.1968 2.8682 0.780 -1.032 -0.620 0.246
H -0.5751 0.1395 3.1491 -0.767 0.704 -1.136 0.248
```
Positions in Å, forces in eV/Å.

Properties
SMILES string: CCNCC[NH2+]C
ΔE to the lowest compared entry with this formula, charge and spin: 50.45 kcal per mole
LUMO energy: -3.19 eV
charge: +1
multiplicity: 1
total energy: -308.71227 a.u.
molecular weight: 103.19 g/mol

***

[4]
This record from the Open Molecules 2025 dataset describes 2 unconnected molecules or ions with the total composition C5H15N2O. The level of theory is ωB97M-V/def2-TZVPD.

```
23
Properties=species:S:1:pos:R:3:forces:R:3:nbo_charge:R:1
N -0.0791 0.1400 2.2886 -0.030 -0.200 0.127 -0.849
C -0.6088 -0.4580 1.0987 0.230 0.023 -0.044 0.130
C -1.2348 0.5395 0.1385 -0.190 -0.326 0.106 -0.437
C -0.3130 1.7025 -0.1874 0.191 -0.044 -0.007 -0.407
C 1.0307 1.1974 -0.7361 0.079 -0.083 -0.129 -0.427
C 1.6196 -0.0454 -0.0653 -0.071 -0.119 0.251 -0.221
N 0.5751 -1.0618 0.3499 -0.069 0.158 -0.245 -0.525
H 0.1451 -0.5481 2.9991 -0.057 0.019 0.021 0.380
H -0.7274 0.7945 2.7068 0.011 0.116 -0.117 0.397
H -1.2825 -1.3076 1.2547 0.015 0.038 0.044 0.197
H -2.1940 0.8516 0.5570 0.068 0.118 -0.077 0.244
H -1.4430 -0.0380 -0.7684 -0.209 0.206 0.020 0.228
H -0.7822 2.3154 -0.9575 0.015 0.055 0.086 0.237
H -0.1600 2.3446 0.6810 0.007 -0.102 0.009 0.224
H 0.9407 1.0006 -1.8092 -0.098 0.001 0.074 0.210
H 1.7879 1.9770 -0.6350 -0.042 -0.022 -0.111 0.251
H 2.2821 -0.5808 -0.7457 0.080 0.104 0.081 0.225
H 2.1652 0.1960 0.8446 -0.075 0.063 -0.063 0.237
H 1.0247 -1.7722 0.9257 0.002 -0.013 -0.002 0.428
H 0.1831 -1.5412 -0.4721 -0.048 -0.008 0.014 0.459
O -0.8993 -2.0159 -2.1162 0.306 0.290 -0.057 -0.969
H -1.7178 -2.1230 -2.6146 -0.081 -0.138 0.150 0.505
H -0.3123 -1.5672 -2.7373 -0.035 -0.132 -0.130 0.482
```
Positions in Å, forces in eV/Å.

Properties
ΔE to the lowest compared entry with this formula, charge and spin: 2.67 kcal per mole
LUMO energy: -2.96 eV
charge: +1
multiplicity: 1
total energy: -384.04678 a.u.
molecular weight: 119.19 g/mol

***

[5]
This record from the Open Molecules 2025 dataset describes a gas-phase ion, C5H15N2O (charge +1) at a distorted geometry. The level of theory is ωB97M-V/def2-TZVPD.

```
23
Properties=species:S:1:pos:R:3:forces:R:3:nbo_charge:R:1
C 0.8427 1.2745 -2.0718 -0.981 -3.448 -5.332 -0.440
N -0.2622 0.2464 -2.0919 -0.440 -0.159 0.584 -0.645
C -0.0917 -0.7135 -0.9975 -0.262 -0.929 -1.798 -0.282
C -0.6501 -0.0140 0.1783 0.007 -0.018 6.125 -0.027
N -2.1716 -0.2247 0.4145 -0.717 0.845 -1.602 -0.715
C -0.1416 -0.5287 1.6729 0.241 -1.643 -3.446 -0.444
C 1.1393 0.1150 2.0610 3.574 -2.456 2.350 -0.106
O 2.4445 -0.3857 1.4520 -2.406 0.192 1.562 -0.702
H 1.7058 0.5791 -2.2562 0.299 1.529 0.793 0.192
H 0.6106 1.6870 -3.1325 0.981 0.548 2.164 0.239
H 0.8549 1.9324 -1.2576 0.055 0.881 0.942 0.206
H -0.2867 -0.2203 -3.0087 0.200 0.379 0.703 0.383
H 1.0217 -1.0785 -0.9217 -2.055 0.448 0.383 0.217
H -0.8052 -1.5928 -1.1877 1.404 0.721 0.132 0.217
H -0.5404 1.0910 0.2433 0.033 -0.777 -0.687 0.229
H -2.5930 -0.0956 -0.5280 -0.197 0.329 0.601 0.449
H -2.5620 0.5271 1.0947 0.712 -1.926 -1.388 0.467
H -2.4241 -1.2110 0.6577 0.398 1.061 0.365 0.446
H -0.8843 -0.3441 2.4260 -0.447 0.519 0.314 0.218
H -0.0856 -1.6838 1.6171 0.299 1.721 0.126 0.235
H 1.3083 -0.2082 3.1725 -0.216 1.080 -1.898 0.221
H 1.2145 1.1707 1.9483 -0.569 0.944 0.125 0.193
H 2.3561 -0.3224 0.5153 0.086 0.157 -1.116 0.450
```
Positions in Å, forces in eV/Å.

Properties
SMILES string: CNC[C@@H]([NH3+])CCO
ΔE to the lowest compared entry with this formula, charge and spin: 80.83 kcal per mole
LUMO energy: -3.67 eV
charge: +1
multiplicity: 1
total energy: -383.92222 a.u.
molecular weight: 119.19 g/mol

***

[6]
This record from the Open Molecules 2025 dataset describes 2 unconnected molecules or ions with the total composition C5H15N2O at a distorted geometry. The level of theory is ωB97M-V/def2-TZVPD.

```
23
Properties=species:S:1:pos:R:3:forces:R:3:nbo_charge:R:1
C -2.0275 1.1843 0.0252 -0.442 0.675 -0.414 -0.217
C -1.3580 1.0546 1.4510 -2.116 -1.493 0.163 -0.596
C -0.2966 -0.0042 1.3751 2.954 5.649 2.139 0.498
C 1.0606 0.3682 0.7571 -2.177 -0.733 -1.822 -0.367
N 1.6850 -0.8167 0.2502 0.118 -0.008 0.152 -0.610
C 2.9535 -0.5761 -0.4675 -1.499 0.392 -1.427 -0.419
N -2.3250 -0.1699 -0.5106 3.274 1.072 0.632 -0.763
H -1.4042 1.7177 -0.7012 0.423 -0.281 0.355 0.217
H -2.9170 1.8267 0.0403 0.039 -0.398 0.415 0.241
H -2.1356 0.6020 2.1529 0.683 0.836 -0.904 0.245
H -1.0765 2.0442 1.9506 0.466 -1.175 -0.944 0.346
H -0.3384 -0.6431 2.2250 -0.162 -2.026 -0.185 0.210
H 1.7143 1.0217 1.4315 -1.169 -0.415 0.023 0.287
H 1.7739 -1.4512 1.0228 0.549 -0.551 0.121 0.356
H 3.3462 -1.5634 -0.7639 0.043 0.657 0.155 0.236
H 3.6332 -0.0051 0.1661 0.376 -0.007 -0.281 0.183
H 2.6602 0.0100 -1.4358 0.811 -1.011 1.743 0.221
H -1.6630 -0.7317 0.0482 -0.699 -0.716 -1.035 0.307
H -3.2027 -0.5201 -0.2998 -2.203 -0.585 0.593 0.382
H -0.9372 -1.2731 -2.4237 0.856 -0.150 -0.670 0.483
H 0.1338 -1.8358 -3.4461 -0.247 -0.687 -0.695 0.482
H 0.7284 0.9930 -0.1120 0.787 -0.008 0.473 0.243
O -0.0072 -1.2317 -2.7354 -0.664 0.963 1.414 -0.964
```
Positions in Å, forces in eV/Å.

Properties
ΔE to the lowest compared entry with this formula, charge and spin: 132.13 kcal per mole
LUMO energy: -7.87 eV
charge: +1
multiplicity: 1
total energy: -383.84047 a.u.
molecular weight: 119.19 g/mol

***

[7]
This record from the Open Molecules 2025 dataset describes 2 unconnected molecules or ions with the total composition C5H15N2O at a distorted geometry. The level of theory is ωB97M-V/def2-TZVPD.

```
23
Properties=species:S:1:pos:R:3:forces:R:3:nbo_charge:R:1
C -2.0627 -1.6117 -1.1943 0.345 -1.792 -2.771 -0.681
C -0.9481 -1.0227 -0.3624 0.113 -1.201 0.873 -0.061
C 0.4555 -1.6393 -0.3349 0.432 -0.525 -1.286 -0.448
C 1.3287 -1.0418 0.7505 1.309 -2.327 1.142 -0.287
C 1.6032 1.0607 1.6986 1.039 0.750 -0.187 -0.029
N 1.6718 0.3432 0.6623 -0.888 0.048 0.170 -0.435
N -0.8055 0.4336 -0.7743 -1.546 -0.839 1.163 -0.706
H -3.0817 -1.7588 -0.8481 0.125 0.789 0.586 0.260
H -1.8690 -2.6024 -1.6547 0.588 -0.191 1.221 0.265
H -2.0694 -1.2047 -2.2155 -0.441 0.994 0.278 0.218
H -1.2908 -1.0955 0.6761 0.074 0.739 -0.033 0.225
H 0.6093 -2.7231 -0.2297 -1.395 0.032 0.694 0.267
H 0.8903 -1.6594 -1.3457 0.208 1.158 0.026 0.230
H 1.0400 -1.4680 1.7624 -0.598 1.164 -0.634 0.193
H 2.2656 -1.6329 0.7138 0.044 0.585 -0.570 0.242
H 1.9796 2.0746 1.5847 -0.260 0.185 0.054 0.182
H 1.3617 0.7797 2.7220 -0.263 -0.571 -0.040 0.170
H 0.0773 0.9123 -0.5806 0.583 -0.350 -0.341 0.491
H -1.4477 0.9659 -0.1807 0.034 0.135 -0.239 0.455
H -1.1725 0.5252 -1.7162 0.526 0.198 -0.301 0.433
H -0.4568 3.3679 0.6455 0.082 0.112 0.069 0.503
H -1.0104 3.3222 -0.7765 0.182 0.047 0.168 0.495
O -0.5709 2.7778 -0.1058 -0.293 0.861 -0.043 -0.982
```
Positions in Å, forces in eV/Å.

Properties
ΔE to the lowest compared entry with this formula, charge and spin: 53.64 kcal per mole
LUMO energy: -2.98 eV
charge: +1
multiplicity: 1
total energy: -383.96555 a.u.
molecular weight: 119.19 g/mol

***

[8]
This record from the Open Molecules 2025 dataset describes 2 unconnected molecules or ions with the total composition C5H15N2O at a distorted geometry. The level of theory is ωB97M-V/def2-TZVPD.

```
23
Properties=species:S:1:pos:R:3:forces:R:3:nbo_charge:R:1
C -1.2411 1.5446 0.1217 -1.829 0.244 1.493 -0.249
N -0.8225 2.2356 -1.0704 -0.873 -0.041 -1.727 -0.883
C -0.6490 0.1306 0.0880 -1.545 -2.042 -1.949 -0.077
N 0.7965 0.2678 -0.0519 3.406 -3.833 -1.014 -0.554
C 1.6174 -0.7449 1.0132 -1.314 1.430 -0.600 -0.189
C 0.4734 -1.1466 1.9341 -0.982 -0.457 -1.505 -0.447
C -0.8735 -0.9808 1.1484 -0.323 -0.433 0.199 -0.440
H -2.3677 1.5670 0.1157 1.026 -0.725 0.385 0.227
H -0.9838 2.0368 1.1228 0.042 -0.318 -1.466 0.208
H -1.5881 2.3047 -1.8210 1.784 -0.009 1.794 0.401
H -0.3754 3.1154 -0.9213 -0.095 0.542 -0.007 0.385
H -0.9465 -0.3866 -0.9059 0.147 1.336 1.417 0.237
H 1.2125 1.1712 -0.0191 -0.113 1.147 0.215 0.433
H 1.0275 -0.1069 -1.0294 -0.217 0.774 1.155 0.480
H 2.5250 -0.2029 1.3876 -1.111 -0.424 -0.249 0.247
H 1.9008 -1.7052 0.5386 0.068 1.140 -0.583 0.228
H 0.7038 -2.1620 2.1164 -0.358 -1.324 0.378 0.233
H 0.3036 -0.7511 2.8705 0.558 1.662 1.952 0.239
H -1.2677 -1.9573 0.8124 1.110 0.254 -1.232 0.241
H -1.8113 -0.8384 1.6842 0.496 1.135 1.134 0.254
H 0.6412 -1.8382 -2.7438 -0.696 2.320 -0.033 0.483
H 1.1807 -0.7310 -3.5340 1.191 0.884 -1.509 0.487
O 0.5443 -0.8217 -2.8569 -0.374 -3.263 1.751 -0.944
```
Positions in Å, forces in eV/Å.

Properties
ΔE to the lowest compared entry with this formula, charge and spin: 49.29 kcal per mole
LUMO energy: -2.91 eV
charge: +1
multiplicity: 1
total energy: -383.97248 a.u.
molecular weight: 119.19 g/mol

***

total energy of number 2 (C5H15N2)?
-308.76687 a.u.